Entry 1:
{"formula": "C27H33BrFeN6OSSbSe4", "method": "wB97M-V/def2-TZVPD", "charge": -1, "largest_force_ev_per_a": 0.481, "spin_multiplicity": 1, "lumo_energy_ev": [2.0, 2.0], "species": ["Fe", "C", "N", "C", "C", "N", "C", "C", "C", "C", "C", "C", "N", "C", "N", "C", "C", "C", "C", "C", "C", "N", "H", "H", "H", "H", "H", "H", "H", "H", "H", "H", "H", "H", "H", "H", "H", "Se", "Sb", "Se", "Se", "Se", "Br", "C", "C", "C", "C", "C", "N", "H", "H", "H", "H", "C", "C", "C", "S", "O", "C", "C", "C", "H", "H", "H", "H", "H", "H", "H", "H", "H", "H", "H", "H", "H", "H"], "positions_angstrom": [[0.05165, 0.59375, 0.21203], [2.55109, 1.59721, -0.91786], [1.15842, 2.01731, -0.79851], [1.06202, 3.32632, -0.13253], [-0.17783, 3.35257, 0.67544], [-0.75664, 2.24784, 1.05537], [-1.94440, 2.64600, 1.67406], [-3.05242, 1.91882, 2.09760], [-4.12068, 2.61645, 2.62782], [-4.11538, 4.01458, 2.71221], [-3.04836, 4.75175, 2.23919], [-1.97840, 4.04112, 1.71705], [-0.82023, 4.46752, 1.09141], [2.90106, 0.85605, 0.31917], [1.99435, 0.30625, 1.08484], [2.69826, -0.46117, 2.00783], [2.26793, -1.37643, 2.96604], [3.22298, -2.03487, 3.71784], [4.59235, -1.80973, 3.52706], [5.04146, -0.93718, 2.55319], [4.07389, -0.28921, 1.79787], [4.16793, 0.56890, 0.71755], [2.61359, 0.92893, -1.77988], [3.22951, 2.43289, -1.11603], [0.79032, 2.12264, -1.75551], [1.92216, 3.46248, 0.53097], [1.05204, 4.12585, -0.88077], [-3.11475, 0.85401, 1.93524], [-5.00302, 2.07270, 2.94206], [-4.98331, 4.52641, 3.10785], [-3.06519, 5.83334, 2.22926], [-0.73114, 5.35655, 0.62667], [1.21678, -1.58045, 3.10433], [2.90581, -2.74731, 4.46846], [5.30973, -2.34187, 4.13809], [6.09810, -0.78174, 2.37689], [5.00392, 0.87360, 0.25232], [1.62735, 1.90880, -4.27629], [-2.30345, 2.44589, -2.89829], [-2.00151, 0.53116, -1.15115], [0.03577, 3.48744, -3.49006], [-2.91144, 4.46151, -1.63000], [0.18820, 1.08523, 3.84852], [-1.00499, -0.18754, 3.11068], [-1.97104, -0.68044, 3.97805], [-2.87967, -1.59794, 3.49093], [-2.78569, -1.98642, 2.16454], [-1.78431, -1.44159, 1.38526], [-0.88329, -0.55181, 1.84000], [-2.00731, -0.32120, 4.99495], [-3.65708, -1.98955, 4.13428], [-3.48475, -2.68282, 1.72386], [-1.70320, -1.68611, 0.33905], [0.39591, -5.27547, -2.28846], [-0.70319, -4.22752, -2.43648], [-0.49584, -2.98859, -1.57393], [1.05034, -2.11026, -1.88666], [0.97922, -0.83417, -1.09467], [0.84243, -1.74524, -3.64074], [-0.46812, -1.14470, -4.11537], [-0.43778, -0.93289, -5.62445], [0.17606, -6.15797, -2.89032], [0.49463, -5.59304, -1.24798], [1.36654, -4.89042, -2.60464], [-1.66337, -4.66395, -2.14871], [-0.80883, -3.93495, -3.48244], [-0.42557, -3.26742, -0.51886], [-1.28465, -2.23972, -1.69432], [1.06789, -2.70332, -4.12668], [1.66206, -1.05248, -3.86003], [-0.61398, -0.19554, -3.60279], [-1.31404, -1.78082, -3.84478], [0.36143, -0.23833, -5.88558], [-1.37749, -0.49263, -5.96050], [-0.29081, -1.87705, -6.16059]], "lowdin_charge": [0.193, -0.169, -0.122, -0.113, -0.316, 0.033, -0.251, -0.036, -0.082, -0.097, -0.033, -0.242, 0.161, -0.278, 0.115, -0.213, -0.052, -0.094, -0.105, -0.029, -0.183, 0.181, 0.059, 0.131, -0.070, 0.133, 0.091, 0.081, 0.096, 0.094, 0.109, 0.146, 0.080, 0.098, 0.095, 0.105, 0.165, -0.183, 0.124, 0.104, -0.228, -0.334, 0.871, -0.717, -0.122, -0.061, -0.043, -0.170, 0.010, 0.097, 0.110, 0.111, 0.021, -0.117, -0.290, -0.368, 0.967, -0.582, -0.363, -0.335, -0.121, 0.070, 0.075, 0.059, 0.111, 0.095, 0.085, 0.034, 0.087, 0.052, 0.017, 0.093, 0.019, 0.075, 0.066]}

Entry 2:
{"formula": "C27H33Cl2N5ORhS2", "method": "wB97M-V/def2-TZVPD", "charge": 1, "largest_force_ev_per_a": 0.200, "spin_multiplicity": 5, "lumo_energy_ev": [-2.5, -5.6], "species": ["Rh", "O", "C", "N", "C", "C", "C", "C", "C", "C", "N", "C", "C", "C", "C", "C", "N", "H", "H", "H", "H", "H", "H", "H", "H", "H", "H", "Cl", "C", "C", "C", "C", "C", "Cl", "C", "S", "H", "H", "H", "C", "C", "C", "C", "N", "C", "S", "N", "C", "C", "C", "C", "H", "H", "H", "H", "H", "H", "H", "H", "H", "H", "H", "H", "H", "H", "H", "H", "H", "H", "H", "H"], "positions_angstrom": [[0.32644, 1.68911, -0.62306], [4.29628, 1.32144, -0.84054], [3.11590, 1.45487, -1.17365], [2.13067, 1.67453, -0.13369], [2.51684, 1.81924, 1.24367], [1.28757, 1.71082, 2.10354], [1.35212, 1.64604, 3.48705], [0.17988, 1.57049, 4.21741], [-1.03640, 1.55764, 3.54794], [-1.02899, 1.61698, 2.16960], [0.10392, 1.69522, 1.46376], [2.50732, 1.39689, -2.44836], [3.22338, 1.20042, -3.65685], [2.55987, 1.15885, -4.84091], [1.14243, 1.31147, -4.85376], [0.48959, 1.49430, -3.67001], [1.12291, 1.54430, -2.48326], [2.98626, 2.79930, 1.40034], [3.27325, 1.07630, 1.51199], [2.31767, 1.66123, 3.97436], [0.21197, 1.52554, 5.29780], [-1.97505, 1.50524, 4.08029], [-1.94716, 1.60682, 1.59714], [4.29734, 1.08949, -3.59185], [3.09742, 1.01194, -5.76735], [0.58074, 1.28185, -5.77527], [-0.58792, 1.60334, -3.64194], [-2.22594, 1.82073, -1.31193], [-2.61481, 3.48125, -1.64325], [-3.88332, 3.75472, -2.09440], [-4.23223, 5.07247, -2.37332], [-3.32251, 6.10310, -2.20139], [-2.04664, 5.82544, -1.74754], [-0.95409, 7.12935, -1.55290], [-1.64100, 4.49539, -1.44956], [-0.06427, 4.17992, -0.90168], [-4.59282, 2.95113, -2.23166], [-5.22823, 5.29429, -2.73140], [-3.59587, 7.12512, -2.41983], [-3.00553, -4.15213, 2.96942], [-2.55536, -4.10755, 1.51236], [-2.87834, -2.79340, 0.80392], [-2.26240, -1.56343, 1.46091], [-0.81516, -1.66684, 1.62978], [0.09431, -1.44814, 0.67200], [-0.33436, -0.83453, -0.86817], [1.36792, -1.71298, 0.97744], [2.47904, -1.74204, 0.01861], [2.54155, -3.01211, -0.82218], [2.96719, -4.28256, -0.08866], [1.96663, -4.81566, 0.93681], [-2.83233, -5.13698, 3.40147], [-4.07165, -3.93376, 3.05568], [-2.47204, -3.42965, 3.59288], [-3.03744, -4.91754, 0.96279], [-1.48051, -4.30587, 1.44887], [-3.96182, -2.64591, 0.77859], [-2.53770, -2.83920, -0.23266], [-2.67556, -1.40424, 2.45802], [-2.46948, -0.67510, 0.86541], [-0.50570, -2.15897, 2.45558], [1.54585, -2.14128, 1.87317], [3.39582, -1.61821, 0.59801], [2.37583, -0.87742, -0.63183], [3.25572, -2.81329, -1.62494], [1.57008, -3.15994, -1.30252], [3.93622, -4.11896, 0.39217], [3.12979, -5.05718, -0.84035], [1.95052, -4.22523, 1.85608], [2.22169, -5.83319, 1.23177], [0.95470, -4.83326, 0.52411]], "lowdin_charge": [0.684, 0.059, -0.476, -0.096, -0.129, -0.236, 0.001, -0.033, -0.039, -0.124, -0.030, -0.224, -0.013, -0.073, -0.076, -0.172, -0.115, 0.152, 0.136, 0.128, 0.119, 0.116, 0.094, 0.121, 0.106, 0.098, 0.085, 0.738, -0.608, -0.089, -0.027, -0.086, -0.676, 0.740, -0.679, 0.840, 0.116, 0.124, 0.117, -0.104, -0.257, -0.196, -0.225, 0.025, -0.744, 0.698, 0.026, -0.195, -0.193, -0.247, -0.107, 0.076, 0.081, 0.060, 0.112, 0.089, 0.121, 0.097, 0.118, 0.073, 0.145, 0.131, 0.133, 0.067, 0.122, 0.101, 0.111, 0.109, 0.054, 0.076, 0.068]}

Entry 3:
{"formula": "C27H33FeN8O2P", "method": "wB97M-V/def2-TZVPD", "charge": 1, "largest_force_ev_per_a": 1.139, "spin_multiplicity": 2, "lumo_energy_ev": [-3.6, -3.1], "species": ["Fe", "C", "C", "C", "C", "C", "C", "C", "C", "C", "C", "N", "C", "C", "C", "C", "C", "N", "H", "H", "H", "H", "H", "H", "H", "H", "H", "H", "H", "H", "H", "H", "H", "H", "H", "C", "O", "C", "O", "H", "H", "H", "N", "C", "C", "C", "N", "C", "N", "C", "N", "C", "N", "C", "N", "C", "P", "C", "C", "H", "H", "H", "H", "H", "H", "H", "H", "H", "H", "H", "H", "H"], "positions_angstrom": [[0.81691, -1.82480, -0.69325], [5.99072, -1.13996, -0.61781], [4.69801, -0.55529, -1.19168], [4.00702, 0.38223, -0.23165], [4.48851, 1.67882, -0.07532], [3.86337, 2.57776, 0.76884], [2.72124, 2.20108, 1.45736], [2.20133, 0.92000, 1.32712], [0.93224, 0.54096, 2.05197], [1.17569, -0.23986, 3.34385], [2.88089, 0.01171, 0.50696], [2.35155, -1.31697, 0.37365], [2.92513, -2.32837, 0.94699], [2.35224, -3.58602, 0.71506], [2.56089, -4.88333, 1.15969], [1.57241, -5.67295, 0.55291], [0.79710, -4.82213, -0.22552], [1.28088, -3.55919, -0.14602], [6.47689, -1.79406, -1.34169], [5.79843, -1.72130, 0.28661], [6.69013, -0.34652, -0.35324], [4.02755, -1.36307, -1.48815], [4.92767, 0.00119, -2.10246], [5.34928, 1.99328, -0.65384], [4.24685, 3.58537, 0.86347], [2.20548, 2.91807, 2.08452], [0.28440, -0.04576, 1.39051], [0.38746, 1.46250, 2.28014], [1.62798, -1.21196, 3.14375], [0.24101, -0.41476, 3.88008], [1.84654, 0.31281, 4.00190], [3.80566, -2.18228, 1.56656], [3.34185, -5.21618, 1.82588], [1.44136, -6.73758, 0.65426], [-0.04248, -5.05636, -0.86125], [-2.82448, -3.23275, 0.62131], [-1.64781, -2.40819, 0.83836], [-0.87925, -2.24150, -0.19420], [-1.03373, -2.57940, -1.35297], [-3.44262, -3.10007, 1.50203], [-2.51397, -4.27070, 0.53091], [-3.34471, -2.92511, -0.28261], [0.93960, -0.26478, -1.91316], [1.10528, 0.88359, -1.81893], [1.31881, 2.24629, -1.73719], [2.46357, 2.83026, -2.34269], [3.38999, 3.29866, -2.84159], [0.46613, 2.98879, -0.89264], [-0.25669, 3.57374, -0.20518], [-5.28939, 1.31481, 0.32672], [-4.14041, 2.25782, 0.68018], [-4.16941, 3.45373, -0.29476], [-4.15202, 3.00603, -1.64144], [-5.26193, 2.09669, -1.90021], [-5.22350, 0.91695, -1.03488], [-4.06360, 0.05985, -1.32581], [-2.41205, 0.89259, -1.07289], [-2.81736, 1.54837, 0.62328], [-2.85416, 2.43496, -2.02572], [-6.21031, 1.86404, 0.52290], [-5.21540, 0.45942, 0.99772], [-4.28719, 2.61402, 1.62484], [-3.29740, 4.06468, -0.06543], [-5.09206, 3.99144, -0.07521], [-5.22829, 1.77807, -2.94000], [-6.20161, 2.62446, -1.72686], [-4.13334, -0.26976, -2.36366], [-4.12291, -0.83809, -0.70738], [-2.04563, 2.26253, 0.90539], [-2.83953, 0.73213, 1.34655], [-2.87837, 2.18676, -3.08772], [-2.07643, 3.18263, -1.87733]], "lowdin_charge": [0.691, -0.077, -0.194, -0.178, -0.040, -0.056, -0.041, -0.187, -0.203, -0.071, -0.185, 0.008, -0.024, -0.293, 0.001, -0.058, -0.104, -0.045, 0.078, 0.063, 0.079, 0.099, 0.120, 0.124, 0.115, 0.118, 0.078, 0.104, 0.064, 0.073, 0.084, 0.155, 0.115, 0.102, 0.116, 0.001, -0.025, -0.528, 0.052, 0.100, 0.105, 0.083, 0.144, -0.167, -0.249, -0.225, 0.165, -0.238, 0.152, -0.117, -0.070, -0.098, -0.143, -0.154, -0.144, -0.306, 1.068, -0.272, -0.300, 0.145, 0.143, 0.181, 0.142, 0.145, 0.139, 0.139, 0.101, 0.072, 0.063, 0.097, 0.101, 0.067]}